{
  "formula": "C30H61BF4O24P3Tl",
  "method": "ωB97M-V with the def2-TZVPD basis set",
  "total_charge": 3,
  "spin_multiplicity": 2,
  "e_lumo_ev": [-13.0, -13.3],
  "energy_ev": -125314.488,
  "fmax_ev_per_a": 6.53,
  "homo_energy_ev": [-16.34, -16.39],
  "elements": ["Tl", "B", "H", "H", "H", "H", "C", "C", "O", "C", "O", "O", "F", "H", "H", "H", "C", "C", "O", "C", "O", "O", "F", "H", "H", "H", "C", "C", "O", "C", "O", "O", "F", "H", "H", "H", "C", "C", "O", "C", "O", "O", "F", "H", "H", "H", "C", "C", "O", "P", "O", "O", "C", "C", "O", "C", "C", "H", "H", "H", "H", "H", "H", "H", "H", "H", "H", "H", "H", "H", "H", "H", "C", "C", "O", "P", "O", "O", "C", "C", "O", "C", "C", "H", "H", "H", "H", "H", "H", "H", "H", "H", "H", "H", "H", "H", "H", "H", "C", "C", "O", "P", "O", "O", "C", "C", "O", "C", "C", "H", "H", "H", "H", "H", "H", "H", "H", "H", "H", "H", "H", "H", "H", "H"],
  "coordinates": [[2.9268, 0.5093, 1.1513], [0.2279, 0.4987, -0.0179], [-0.7271, 0.6115, -0.5072], [0.4654, 1.3350, 0.6212], [0.3076, -0.3804, 0.6026], [0.9940, 0.5916, -0.7721], [-2.9176, -0.1211, 1.3188], [-2.2457, 0.6260, 2.4213], [-3.0612, 0.4074, 3.5513], [-3.7050, -0.6814, 3.3681], [-4.4509, -1.1076, 4.2785], [-3.5230, -1.1323, 2.1121], [-2.1807, 1.9412, 2.1839], [-2.1282, -0.4532, 0.6445], [-3.6921, 0.4226, 0.7779], [-1.2293, 0.2651, 2.5785], [-0.9592, 3.1843, -1.4168], [0.1635, 3.9344, -0.6912], [-0.4005, 5.2618, -0.4615], [-1.2782, 5.4618, -1.4752], [-1.5980, 6.5665, -1.8476], [-1.5575, 4.2412, -2.0870], [1.2035, 4.0695, -1.5100], [-1.6791, 2.7517, -0.7220], [-0.3818, 2.4600, -1.9913], [0.5503, 3.4310, 0.1948], [0.1533, -1.5704, -2.5508], [-0.2946, -2.9167, -1.9819], [-0.4967, -3.7267, -3.1144], [-0.1920, -3.0542, -4.1921], [-0.3107, -3.6090, -5.2901], [0.1880, -1.7803, -3.9491], [-1.4954, -2.7922, -1.4279], [1.1269, -1.3014, -2.1410], [-0.5106, -0.7678, -2.2295], [0.4140, -3.4152, -1.3206], [-0.2985, 5.5347, 2.6632], [0.8103, 5.8047, 3.6762], [1.3818, 4.5387, 3.8621], [0.7558, 3.6038, 3.1134], [1.1337, 2.4387, 2.8954], [-0.4102, 4.1149, 2.7281], [0.3704, 6.2480, 4.8064], [-0.1223, 5.7945, 1.6194], [-1.2564, 5.9684, 2.9503], [1.5545, 6.4902, 3.2708], [2.1674, -3.7469, 6.8884], [1.0319, -3.3653, 5.9589], [1.4982, -2.3378, 5.1192], [0.5166, -1.4271, 4.2022], [1.2189, -0.6749, 3.1512], [-0.6368, -2.3694, 3.6380], [-0.3804, -3.2979, 2.5875], [-1.4598, -4.4119, 2.6682], [-0.2996, -0.4418, 5.2068], [0.2832, 0.7396, 5.7680], [-0.6094, 1.0575, 7.0523], [1.8633, -4.3390, 7.7516], [2.9762, -4.2392, 6.3485], [2.5460, -2.7783, 7.2150], [0.6918, -4.2385, 5.4021], [0.1613, -3.0662, 6.5425], [-0.4252, -2.7711, 1.6343], [0.6256, -3.7165, 2.6142], [-2.3458, -3.9026, 3.0472], [-1.7089, -4.7328, 1.6567], [-1.1274, -5.1577, 3.3903], [1.3611, 0.6933, 5.9233], [0.2367, 1.4506, 4.9432], [-0.3525, 0.5677, 7.9916], [-0.4281, 2.0822, 7.3765], [-1.6897, 1.0372, 6.9087], [4.2819, 3.9568, -3.7520], [4.7725, 3.0530, -2.6000], [5.5716, 2.0431, -3.1486], [5.2621, 0.4957, -2.6845], [4.4300, 0.3964, -1.4392], [6.7607, -0.1560, -2.4164], [7.7229, 0.1005, -3.2962], [9.0290, -0.6513, -3.0506], [4.7535, -0.2859, -3.9869], [3.3603, -0.6872, -4.1859], [2.4385, 0.4577, -4.3018], [3.6805, 4.8354, -3.5186], [5.1628, 4.4745, -4.1316], [3.7706, 3.4515, -4.5713], [5.3649, 3.6700, -1.9244], [3.9110, 2.6706, -2.0526], [7.4053, -0.1508, -4.3082], [7.9257, 1.1700, -3.3519], [9.8705, -0.1141, -3.4883], [9.1019, -0.6691, -1.9632], [8.9379, -1.6582, -3.4579], [3.2348, -1.2447, -5.1142], [3.0784, -1.3723, -3.3864], [2.0437, 0.7563, -3.3307], [2.8808, 1.3353, -4.7734], [1.5045, 0.3127, -4.8447], [-4.1609, -3.6917, -3.9453], [-4.3732, -2.1215, -4.2649], [-5.3221, -1.6129, -3.3160], [-4.9380, -1.0417, -1.8420], [-5.8534, -0.0341, -1.2093], [-4.5983, -2.3136, -0.9687], [-5.6321, -3.0076, -0.2599], [-4.9381, -3.9080, 0.8195], [-3.4535, -0.4667, -2.1687], [-3.0658, 0.8567, -2.3454], [-3.6823, 1.3722, -3.6203], [-3.8339, -3.8701, -2.9209], [-4.8914, -4.3957, -4.3439], [-3.3051, -3.9853, -4.5532], [-3.3613, -1.7198, -4.2122], [-4.7346, -1.9853, -5.2842], [-6.3240, -2.3372, 0.2500], [-6.0503, -3.7072, -0.9835], [-5.6809, -4.4298, 1.4229], [-4.1606, -4.5751, 0.4471], [-4.4222, -3.2158, 1.4848], [-3.3476, 1.3885, -1.4366], [-1.9862, 0.8447, -2.4953], [-4.6596, 0.9843, -3.9076], [-3.8602, 2.4420, -3.5111], [-2.9604, 1.4306, -4.4350]]
}